Molecular formula: C5H9FN
Method: DFT, the ωB97M-V functional and the def2-TZVPD basis

Geometry as XYZ:
```
16
C5H9FN, DFT the ωB97M-V functional and the def2-TZVPD basis
F -2.4761 0.1950 -0.0173
C -0.1848 0.7081 0.4967
H -0.8459 2.7114 0.1923
N -0.1905 1.9566 -0.2977
H -0.1784 0.9180 1.5428
C 1.0832 -0.0858 0.0973
H 0.8903 -2.1679 0.8241
H 1.5274 0.2472 -0.8477
H -1.3552 -2.4701 -0.4337
H 1.2443 -2.3116 -0.6617
C 0.6973 -1.5808 -0.0589
C -0.8018 -1.5265 -0.1761
H 1.7517 -0.0501 0.9758
H -0.6552 1.5700 -1.1479
H 0.7787 2.2432 -0.4646
C -1.2851 -0.3568 -0.0235
```

Output
charge	+1
HOMO-LUMO gap	10.22	eV
electronic energy	-9530.0303	eV
structure (SMILES)	[NH3+][C@@H]1CCC=C1F
ΔE to the lowest compared entry with this formula, charge and spin	0.601	eV
HOMO	-0.514	Ha

---

Molecular formula: C31H57O12PS
Method: DFT, the ωB97M-V functional and the def2-TZVPD basis

Geometry as XYZ:
```
102
C31H57O12PS, DFT the ωB97M-V functional and the def2-TZVPD basis
H 0.2122 4.9360 -0.9584
O 1.1385 7.7195 1.8856
H 0.8603 -0.0973 -3.7291
H 2.6546 1.2005 3.6397
H 7.2464 -1.4425 -0.4464
C 0.0657 9.7060 0.8982
C 4.9654 -3.8815 -1.9867
H 1.9153 8.7891 0.3648
C -2.1036 10.3836 1.5153
C -5.6519 -4.0162 -0.5409
H -0.2019 -0.1235 1.5833
H 1.1295 1.5042 2.6120
O -0.9173 -3.2015 3.1128
O -0.3256 -3.7073 0.6829
C 3.7459 -2.7051 0.1625
H 0.7501 -3.9035 -1.1477
H -0.8934 -3.1123 -1.2949
H -5.0443 -5.8730 -2.3452
H 2.8231 -4.3516 -1.2401
H 3.3850 1.2641 1.4845
C 2.5574 -2.4760 1.2009
C 3.0883 3.2243 0.4424
H -7.3548 -6.7743 -3.1148
C 1.5006 -1.3028 -1.9263
H -3.1429 10.0517 1.5191
C -5.9098 -5.2594 -2.6017
C 0.0432 -3.1662 -0.6148
H 0.2971 6.6420 3.3665
C 7.5862 -3.2473 -2.6927
C 6.2906 -2.0482 -0.5802
C 0.9537 0.0797 -2.6038
H -2.2322 -5.7347 -1.2149
H 4.9678 -4.6116 -2.8708
H 4.0634 1.2553 -0.2805
P 1.0155 -0.7997 3.6501
H 2.0170 1.9035 -3.3911
H 3.0541 -2.1083 2.1802
S -0.8331 -2.5244 1.7514
C 2.0416 1.2750 -2.4188
C 1.6786 2.2788 -1.2353
H 0.5251 7.8252 -0.1079
H -6.3877 -4.6577 -0.0527
H 0.2041 -0.8280 5.7359
H -2.1185 -5.7574 0.5782
H -2.0256 11.3031 0.9248
C 3.7288 -3.6966 -1.0349
C 0.0232 6.9597 2.3556
H -0.8527 5.0058 2.1020
H 2.2506 3.2958 1.2276
H 8.5382 -3.2315 -2.0449
H 2.1120 -3.4973 1.4447
O 2.6228 3.3327 -0.9266
H -1.4187 5.3450 -1.5202
O -2.2673 -2.0792 1.4507
H 5.1397 -1.1354 1.2088
H 3.1127 0.8846 -2.2812
O -0.2274 -0.8466 4.8444
H 3.8250 4.0933 0.6390
H 2.0793 -0.3740 0.6311
H -8.0570 -5.2844 -2.4133
C -4.2258 -4.3789 -0.1459
C 1.5226 1.0573 3.6098
C 0.9212 8.4623 0.6848
O -5.8509 -3.9866 -1.9568
H -0.2247 -0.9574 -0.5687
H -5.8416 -5.0429 -3.6723
H -5.8450 -2.9940 -0.2019
H -2.5869 -7.2221 -0.3168
H -4.0373 -4.0629 0.8861
H 7.5662 -4.2992 -3.1708
O -7.2058 -6.6283 -1.0805
H 1.3080 -2.1422 -2.7001
H -8.9655 -7.6884 -1.3472
H -1.7971 10.5717 2.5500
C -8.5032 -6.9853 -0.6456
H 0.3630 10.2006 1.8309
H -3.5210 -3.8716 -0.8150
H -9.1288 -6.0927 -0.5376
H -0.0418 0.4239 -2.1683
C -0.8333 5.0373 -0.6518
O -4.0356 -5.7900 -0.2041
H 0.7157 5.2326 1.2708
C 3.9483 1.8656 0.6895
O -1.3143 9.3575 0.9460
C -2.6651 -6.1338 -0.2910
H 0.2068 10.3969 0.0584
H 0.9709 1.6570 4.4307
O -0.9574 6.0385 0.3424
C -0.2383 5.7085 1.5258
H 7.6804 -2.4829 -3.5354
C 0.3341 -1.0996 1.9056
H -1.2154 4.0810 -0.2853
H -8.4155 -7.4644 0.3306
H 2.6131 -1.1339 -1.7490
C -7.2228 -5.9941 -2.3554
H 5.0010 2.0822 1.1012
C 1.4990 -1.3474 0.7810
O 0.6209 2.2735 -0.5584
C 6.2925 -3.0666 -1.7754
C 0.6743 -1.6894 -0.5872
C 5.0596 -1.8768 0.3502
H -0.8679 7.5831 2.4486
```

Output
charge	0
HOMO-LUMO gap	8.84	eV
electronic energy	-77753.6150	eV
structure (SMILES)	CCOC(=O)CCC[C@H]1COS(=O)(=O)[C@@H](P(C)O)[C@H]1Cc1ccc(C)cc1.COCCOCCOC.COCCOCCOC
HOMO	-0.316	Ha

---

Molecular formula: C41H31AsBrCsN2O4
Method: DFT, the ωB97M-V functional and the def2-TZVPD basis

Geometry as XYZ:
```
81
C41H31AsBrCsN2O4, DFT the ωB97M-V functional and the def2-TZVPD basis
H 3.5585 1.0493 2.0112
H -3.9870 -2.1355 2.8584
C -3.2578 2.7354 2.1629
C 2.5176 1.3865 1.9695
C -0.1856 -1.9779 2.2152
C -3.8329 -0.6263 -3.4380
H 1.9078 -6.1217 0.9598
H -1.7326 -0.4312 -3.8352
N 2.0956 1.7930 0.6393
H 0.5827 0.4585 2.1852
O 4.2029 0.6464 -2.3731
C 6.3717 1.2969 -1.6476
H 8.2351 1.9091 -0.8227
H -2.5983 3.5963 -1.8673
C 0.4563 4.3235 -4.1074
H 0.0236 -2.9850 4.0834
C -4.8705 -0.3371 -2.5602
C 5.2225 2.4659 0.5951
N 2.0959 -1.0293 2.0008
H 0.4474 -7.0696 2.7644
H -3.1426 -1.1568 0.7635
H -5.4408 0.5992 -0.7184
C -4.6285 0.3950 -1.4065
C 2.9318 1.9401 -0.3091
C -2.4495 -1.5292 1.5095
C -0.6781 -2.5560 3.3727
H -4.8265 1.7636 1.0748
H -1.5049 3.5967 3.0538
H -4.0238 -1.2149 -4.3272
C -3.7735 2.0194 1.0940
C -0.9985 -4.6317 0.1408
C -1.0563 2.6443 1.1849
O 2.4741 -4.4348 -0.7760
C -0.6629 2.9063 -2.4927
C -3.3421 0.8466 -1.1304
H 1.6606 0.2438 3.5752
C -1.7189 4.9289 -3.2939
C -2.0437 -2.6130 3.6366
H -2.8400 -4.7843 1.2455
C -2.3015 0.5585 -2.0189
H 2.4138 2.2538 2.6333
As -0.5763 1.2337 -1.4056
H 6.8139 0.8381 -2.5251
H 1.3212 4.5248 -4.7284
C 6.6005 2.4931 0.4490
C -0.6195 5.1969 -4.1031
H -3.9108 3.0381 2.9731
H 7.2293 2.9695 1.1909
C 0.8551 -5.8747 1.0152
H -2.4149 -3.0759 4.5423
C -1.7375 3.7945 -2.4968
H 4.7656 2.9493 1.4528
C -2.9153 -2.0891 2.6842
C 1.2737 -1.9925 1.9233
C 4.3991 1.8614 -0.3507
C 0.4315 3.1864 -3.3053
C -1.9041 3.0487 2.2084
H -5.8710 -0.6974 -2.7690
H 1.6904 -2.9428 1.5717
C -2.5457 -0.1812 -3.1636
Br -2.3879 -6.6831 3.4685
H -2.5630 5.6094 -3.2845
H -0.6033 6.0856 -4.7233
C 0.0504 -6.3900 2.0217
H -1.3750 -3.9231 -0.5859
Cs 2.2053 -1.3216 -1.3256
C -1.8158 -5.1171 1.1533
C 0.3370 -5.0069 0.0614
C 1.6182 0.2645 2.4800
H 0.0058 2.8528 1.2171
C 7.1566 1.8968 -0.6901
H 1.2828 2.5125 -3.3105
C 4.9457 1.2324 -1.5246
C -1.0595 -1.4463 1.2117
C 1.2433 -4.4080 -1.0165
C -2.9322 1.6145 0.0621
O 0.6706 -3.8927 -2.0008
H 2.4873 2.1423 -1.2873
O -0.6048 -0.9550 0.1196
C -1.5706 1.9291 0.1150
C -1.2770 -5.9994 2.0704
```

Output
charge	-2
HOMO-LUMO gap	5.90	eV
electronic energy	-185622.8168	eV
ΔE to the lowest compared entry with this formula, charge and spin	0.312	eV
HOMO	-0.072	Ha

---

Molecular formula: C16H14F8N2O2
Method: DFT, the ωB97M-V functional and the def2-TZVPD basis

Geometry as XYZ:
```
42
C16H14F8N2O2, DFT the ωB97M-V functional and the def2-TZVPD basis
H 3.0115 -2.8327 -0.1202
C -4.7291 -0.5324 2.3364
C -2.4949 -0.4022 0.1938
H -5.7261 1.6370 -1.7999
C 1.6008 0.6912 -0.6041
O 2.0008 1.5620 -1.4655
H 0.6475 -1.1495 1.0139
F 5.2674 3.5934 0.5353
C -0.1725 -0.6536 0.3727
H -5.3331 -1.2164 2.8459
F 3.3767 1.4272 1.3762
H -3.6657 -0.3915 2.7347
C 4.5677 2.3532 -0.2786
F 4.7619 -3.4003 -0.7990
H -4.2330 -2.0591 1.2090
H -0.3459 1.9076 -1.9277
H -1.8132 -1.6158 1.5405
C -4.5600 -1.3367 0.7200
C -0.7948 1.2378 -1.1390
C 4.5243 -1.2706 0.1898
H 4.0763 0.2610 -1.1117
C -5.6335 0.8679 -1.2858
F 5.3565 2.1366 -1.3015
H -5.4718 -1.3866 0.5470
C -4.1715 0.7171 -0.8339
C -2.1669 0.8304 -1.0150
C -1.4570 -0.9633 0.6026
H -6.0611 -0.1670 -1.5221
O 2.3826 -0.1504 0.0245
H -6.2282 1.1372 -0.1272
F 3.5232 -2.2043 -1.8702
F 5.8851 -1.0825 -0.5652
C 4.3603 1.3006 0.5154
F 4.6244 -1.5575 1.3318
N -3.8255 -0.4130 0.0784
H 3.6701 2.9081 -0.7978
N -3.1887 1.0797 -1.5532
H -5.1166 0.5223 2.1404
C 3.8645 0.1137 -0.2678
F 5.5025 0.9201 1.2625
C 0.2723 0.2722 -0.4706
C 3.9126 -2.6906 -0.7150
```

Output
charge	0
HOMO-LUMO gap	8.28	eV
electronic energy	-45618.6805	eV
ΔE to the lowest compared entry with this formula, charge and spin	17.178	eV
HOMO	-0.312	Ha

---

Molecular formula: C24H30Cl2N7O4PRh
Method: DFT, the ωB97M-V functional and the def2-TZVPD basis

Geometry as XYZ:
```
69
C24H30Cl2N7O4PRh, DFT the ωB97M-V functional and the def2-TZVPD basis
H -0.4320 3.4696 -0.1430
H -4.1253 -2.9120 1.9441
N -1.1762 0.7832 -1.5714
H -0.1460 -1.5760 -2.3116
N 0.3891 2.8079 2.8646
H -0.5890 -2.3930 4.3597
O 0.0351 -1.8203 -1.3940
O -0.7982 1.2661 1.1436
H -2.9898 -3.1481 4.1546
C -2.1846 2.0590 -3.7950
N -1.1675 -1.5546 1.1749
H -1.9443 4.3297 -0.4725
C -3.3180 1.1878 2.9925
H 0.3796 4.1564 4.5123
Cl 6.3809 -0.3432 1.9967
Cl 6.4574 1.5216 -0.5805
C 3.7381 -0.4893 1.5837
H -0.1640 2.8277 -4.0134
H 1.3445 1.6978 4.4042
H -2.1626 1.2156 5.3870
C 0.9353 -1.3168 2.3840
C -0.8529 2.2128 -3.4507
N -1.7634 3.5809 1.4834
H 1.5765 4.4765 3.2505
H 2.3899 2.2242 3.0717
C 2.5729 -0.1916 0.9004
Rh -0.0719 -0.1638 -0.0308
H -2.5844 2.5527 -4.6708
C -1.9003 2.0808 4.7760
N 1.3457 0.8333 -0.8911
H -3.3435 0.9691 1.9264
O 1.6200 -1.5825 3.3589
C -2.4669 0.6513 -1.8927
H -0.1185 4.8515 2.9588
O 1.7998 2.5203 -2.4159
H -3.1105 3.9959 3.0454
H -2.5691 2.9042 5.0469
N 1.2787 -0.6742 1.2570
C 4.9401 0.0429 1.1251
C -2.6835 4.4773 2.1691
H -3.5015 4.7450 1.4977
H -0.6736 5.1013 0.4942
H -2.1908 5.4019 2.4848
C 1.0731 1.7044 -1.8762
H -4.0569 1.1401 -3.2321
C -2.4276 -1.9774 1.0463
C 4.9728 0.8572 0.0035
C -0.5356 -1.7174 2.3502
H -4.1220 1.8946 3.2219
H 0.8919 -2.2721 -1.4067
C 0.5547 4.1417 3.4322
H 1.2650 0.8953 2.8237
H 3.8469 1.8031 -1.5570
H -3.5080 0.2628 3.5391
C -1.1589 -2.2807 3.4478
C 1.3961 1.8504 3.3221
H -3.0648 0.0413 -1.2281
C -0.3775 1.5590 -2.3286
C 3.8052 1.1635 -0.6902
H -2.8746 -1.8584 0.0675
C -2.4711 -2.7015 3.3164
H 3.7254 -1.1168 2.4603
H -0.8794 2.3623 5.0185
P -1.0208 2.3096 2.2066
C -1.1689 4.1506 0.2761
N -2.0162 1.7256 3.3676
C -3.0097 1.2728 -3.0005
C -3.1119 -2.5663 2.0916
C 2.6051 0.6422 -0.2424
```

Output
charge	+1
HOMO-LUMO gap	6.99	eV
electronic energy	-81336.2811	eV
ΔE to the lowest compared entry with this formula, charge and spin	0.000	eV
HOMO	-0.371	Ha

---

Molecular formula: C6H15N3
Method: DFT, the ωB97M-V functional and the def2-TZVPD basis

Geometry as XYZ:
```
24
C6H15N3, DFT the ωB97M-V functional and the def2-TZVPD basis
H -2.7148 -0.8042 -2.7362
C 1.4712 0.3669 1.5186
N -1.4382 0.7173 0.9328
N -0.4567 -1.8054 -1.6855
H -2.7106 0.7115 -1.7080
C 1.7038 -1.0445 2.0005
C -1.1911 -0.7034 -1.2723
H 0.7566 -1.5389 2.2105
C 0.6398 0.3915 -0.0808
H -0.0451 1.9172 -1.4516
H -0.0339 -2.3324 -0.9350
H -0.9226 -2.4004 -2.3612
H 2.3113 -1.0597 2.9088
H 2.3984 0.8987 1.3096
C -2.2729 -0.2524 -1.9147
H -2.2307 0.2141 1.3116
N -0.5991 -0.1376 0.2768
H 1.6629 2.0247 -1.0259
C 0.6717 1.8006 -0.6390
H 0.8583 0.9513 2.2010
H -1.7569 1.5184 0.3901
H 2.2408 -1.6302 1.2512
H 0.4259 2.5189 0.1434
H 1.2318 -0.3221 -0.6448
```

Output
charge	0
HOMO-LUMO gap	9.35	eV
electronic energy	-10932.6581	eV
structure (SMILES)	C=C(N)N(N)[C@@H](C)CC
ΔE to the lowest compared entry with this formula, charge and spin	3.252	eV
HOMO	-0.306	Ha

---

Molecular formula: C41H27N2O8PS
Method: DFT, the ωB97M-V functional and the def2-TZVPD basis

Geometry as XYZ:
```
80
C41H27N2O8PS, DFT the ωB97M-V functional and the def2-TZVPD basis
C 7.4368 1.9296 -0.6872
H 4.4504 -2.3242 3.8987
C -3.5534 0.5578 0.9163
C 5.4212 -1.9210 4.1553
H 5.4669 -2.8576 6.0804
H 3.1225 -2.3344 -1.6917
H -4.9768 2.9797 4.9133
H 5.7750 1.5949 -2.0073
C 0.0091 -1.2481 -4.9729
C 6.0921 -1.0987 3.2577
H -2.4720 4.2459 3.0459
O 4.4104 -1.2918 1.6238
O 9.1424 0.7978 2.9573
C 8.0251 1.6040 0.5241
C 2.1646 -2.2684 -5.7445
H -9.2549 0.6311 3.1160
C 0.9031 -1.7539 -6.0495
O -3.2371 4.8148 2.8587
H 4.6580 0.0024 -0.4926
H -4.1327 -2.1971 1.2418
O -4.7065 -1.5998 0.7439
H -0.5037 -1.3091 -7.6083
H -7.3715 0.6127 -0.7696
C 6.2286 1.3460 -1.0562
H -9.2902 4.1658 0.6930
C -8.2708 0.4839 1.1957
H -9.9397 3.0120 2.8278
C 0.1386 -0.7934 -1.2428
C 1.7400 -1.8383 -3.2584
C -7.9343 1.1280 0.0120
C 7.9142 -0.8829 4.8232
C -0.2975 -0.7541 -2.5567
C 5.9934 -2.2208 5.3806
C -8.9896 1.1467 2.1875
C 7.2437 -1.7073 5.7118
H 0.9821 -2.0879 -9.4157
C -9.0364 3.1181 0.8689
C -9.3972 2.4700 2.0525
H -7.1815 -0.6009 3.4243
H 3.2339 -2.9636 -8.8790
C -4.5545 2.3437 2.2656
O -7.8627 -0.8299 1.4264
H 8.9673 2.0548 0.8071
C -6.8108 -0.8055 2.4042
C 5.4734 -0.7958 1.9397
C 8.0532 0.3466 2.6678
H 1.7029 -1.4083 0.0984
S -1.5696 1.5875 0.1146
P -4.6898 4.0479 2.9959
N -2.4173 2.6453 1.0366
C 7.4024 0.7018 1.3780
H -0.4823 -0.3745 -0.4577
O -1.0933 -0.8127 -5.2363
H 8.8842 -0.4806 5.0840
C -4.6447 -0.3195 1.2366
C -5.5572 1.4800 2.5611
O -5.1614 3.8763 4.5811
C 2.5786 -2.6307 -8.0840
O 3.7044 -2.8508 -4.0645
H 3.9841 -3.0894 -6.5339
C 7.3379 -0.5681 3.5984
C 3.0012 -2.7010 -6.7667
H -6.3806 1.8186 3.2003
C 0.4971 -1.2807 -3.5682
C -8.3395 2.4569 -0.1345
C -5.6580 0.1209 2.0483
C 1.3135 -2.1357 -8.3860
C 6.1783 0.1343 1.0181
N -2.4924 0.2597 0.1435
C 1.3665 -1.3704 -0.9309
C 5.6003 0.4513 -0.2060
H 7.9203 2.6381 -1.3480
C 2.6254 -2.3626 -4.3327
C 0.4779 -1.6982 -7.3716
H -6.4027 -1.8282 2.4356
H -1.2556 -0.3100 -2.7960
H 7.6926 -1.9484 6.6671
H -8.0844 3.0192 -1.0365
C -3.4765 1.9212 1.4029
C 2.1656 -1.8910 -1.9358
```

Output
charge	0
HOMO-LUMO gap	7.12	eV
electronic energy	-82440.0718	eV
HOMO	-0.303	Ha

---

Molecular formula: C3H8INS
Method: DFT, the ωB97M-V functional and the def2-TZVPD basis

Geometry as XYZ:
```
14
C3H8INS, DFT the ωB97M-V functional and the def2-TZVPD basis
H -1.1316 -0.0675 -2.3719
H 1.7010 -0.7300 0.8262
H 1.1126 0.8476 -1.4084
I 0.4721 0.7411 3.3127
C 0.6707 -0.3786 0.3890
C -1.3462 -0.5314 -1.3211
H 2.0832 1.2904 0.0104
H -0.7569 -0.9607 2.0289
H -2.1775 -1.0882 -1.4725
N -0.3685 -0.1590 1.5752
S -0.0575 -1.6521 -0.6806
H 0.3947 1.5619 0.0436
H -1.6411 0.2410 -0.6351
C 1.0449 0.8854 -0.2963
```

Output
charge	0
HOMO-LUMO gap	8.64	eV
electronic energy	-23664.7901	eV
structure (SMILES)	CS[C@@H](C)NI
ΔE to the lowest compared entry with this formula, charge and spin	0.751	eV
HOMO	-0.326	Ha

---

Molecular formula: C17H17F9MgN2O
Method: DFT, the ωB97M-V functional and the def2-TZVPD basis

Geometry as XYZ:
```
47
C17H17F9MgN2O, DFT the ωB97M-V functional and the def2-TZVPD basis
C -0.6939 1.0963 3.2951
C -0.4427 -2.6575 -0.5001
C 1.2743 0.3032 2.1365
F -1.4775 -1.4437 3.7155
Mg -1.8319 0.1316 -0.8829
F -0.1467 -2.3921 2.3303
H 1.9192 3.9700 -2.6015
F 0.6841 -1.4231 4.1036
F -0.3701 0.8490 4.6138
F 1.4530 1.3354 1.2820
H -2.3307 -1.6018 1.7485
C 1.0775 -1.1568 -1.4152
O -1.0040 -0.0666 1.1314
C -2.5427 -0.6633 1.2822
C -1.6159 0.5973 -2.9002
C 0.5326 -3.6669 -0.4392
C 0.6845 2.4821 -1.6662
H -3.2730 -0.6515 0.4250
F 1.9326 0.6166 3.2946
H -2.6466 0.3111 -3.1923
C -0.2141 0.0248 2.3262
C 1.8149 2.9142 -2.4013
H -2.9541 2.1744 0.8059
N 0.4922 1.1999 -1.3769
H 2.5545 -4.1732 -1.0524
C 2.5289 0.6259 -2.4891
H 3.0285 -1.8896 -1.9705
H -2.9017 0.0770 1.9535
C 1.7850 -3.4082 -1.0003
C -0.2639 -1.2942 3.1388
H -1.4708 -2.8313 -0.1620
C -2.2538 2.0505 -0.0095
H 0.2963 -4.6162 0.0440
C 2.0720 -2.1533 -1.5074
H -2.4405 2.7271 -0.8732
N -0.1783 -1.4380 -0.9746
C 2.7687 1.9585 -2.7822
H -0.0787 3.1896 -1.3309
F -0.2691 2.3517 2.9415
H -0.8760 -0.0116 -3.4603
C 1.3759 0.2542 -1.7762
H 3.2008 -0.1736 -2.7837
H 3.6736 2.2367 -3.3048
F 1.8970 -0.7844 1.5985
H -1.2587 2.2335 0.3880
H -1.4535 1.6623 -3.0840
F -2.0571 1.1240 3.3820
```

Output
charge	0
HOMO-LUMO gap (spin up / spin down)	6.07 / 6.07	eV
electronic energy	-52831.2361	eV
ΔE to the lowest compared entry with this formula, charge and spin	5.055	eV
HOMO (spin up / spin down)	-0.232 / -0.232	Ha